{"formula": "C25H42BMnO29", "method": "the ωB97M-V functional and the def2-TZVPD basis", "symbols": ["Mn", "O", "C", "O", "B", "O", "C", "O", "O", "C", "O", "C", "O", "O", "C", "O", "C", "O", "O", "C", "H", "H", "H", "H", "H", "H", "C", "O", "C", "O", "O", "C", "H", "H", "H", "H", "H", "H", "C", "O", "C", "O", "O", "C", "H", "H", "H", "H", "H", "H", "C", "O", "C", "O", "O", "C", "H", "H", "H", "H", "H", "H", "C", "O", "C", "O", "O", "C", "H", "H", "H", "H", "H", "H", "C", "O", "C", "O", "O", "C", "H", "H", "H", "H", "H", "H", "C", "O", "C", "O", "O", "C", "H", "H", "H", "H", "H", "H"], "positions_angstrom": [[-0.1067, -0.1061, -0.4022], [-6.0445, -2.9195, 4.7981], [-4.9336, -2.4850, 4.9983], [-3.7981, -3.0139, 4.6213], [-2.7647, -1.9137, 4.5548], [-3.4097, -0.8004, 5.2495], [-4.6291, -1.0981, 5.6169], [-5.4046, -0.4407, 6.2469], [-2.4514, -1.5164, 3.1847], [-1.1811, -1.6322, 2.9569], [-0.6093, -1.2530, 1.9464], [-0.5060, -2.0538, 4.2676], [-1.4670, -2.2635, 5.1433], [0.6914, -2.1492, 4.4476], [-4.3350, 0.3229, -1.9228], [-4.3479, -0.7319, -1.0444], [-3.2506, -0.9878, -0.2979], [-2.1616, -0.4753, -0.4590], [-3.4262, -1.9316, 0.5970], [-4.6000, -2.6862, 0.7956], [-4.4362, 1.3030, -1.4452], [-5.2069, 0.3546, -2.5775], [-3.4754, 0.4322, -2.5871], [-4.9576, -2.5889, 1.8206], [-4.4367, -3.7481, 0.6193], [-5.3845, -2.3082, 0.1417], [1.6478, -3.6074, 1.6871], [2.1887, -3.7260, 0.3617], [1.6645, -2.9828, -0.6021], [0.7809, -2.1476, -0.4066], [2.1706, -3.2567, -1.8135], [2.9851, -4.3980, -2.1032], [0.5806, -3.8240, 1.6135], [1.8560, -2.7186, 2.2714], [1.9714, -4.5558, 2.1175], [3.9895, -4.0918, -2.3887], [2.5271, -4.8912, -2.9598], [2.9457, -5.0602, -1.2409], [-2.0613, 4.0620, 1.2071], [-1.8970, 3.2417, 2.3477], [-1.4006, 2.0193, 2.1271], [-1.2041, 1.5708, 1.0119], [-1.1718, 1.3398, 3.2083], [-1.5091, 1.7585, 4.5348], [-2.4533, 5.0548, 1.4210], [-2.7544, 3.6130, 0.4954], [-1.0755, 4.2229, 0.7667], [-1.0719, 2.7380, 4.7215], [-1.0915, 1.0258, 5.2223], [-2.5891, 1.7208, 4.6640], [-2.0691, 4.0710, -2.8184], [-1.5106, 2.8263, -2.3512], [-0.2396, 2.8027, -1.8625], [0.1681, 1.8099, -1.2856], [0.3973, 3.9279, -2.0980], [1.8082, 3.9725, -2.1823], [-2.4511, 4.7190, -2.0319], [-2.9538, 3.7205, -3.3527], [-1.4903, 4.5826, -3.5846], [2.0943, 5.0064, -1.9986], [2.0908, 3.7596, -3.2148], [2.3508, 3.2955, -1.5239], [4.8350, -0.4635, -0.4144], [4.6109, 0.0666, -1.6953], [3.3614, 0.2313, -2.1530], [2.3793, -0.0585, -1.5442], [3.3510, 0.6785, -3.4354], [4.5229, 1.2528, -4.0264], [5.8532, -0.7621, -0.1732], [4.2385, -1.3753, -0.3419], [4.5430, 0.3214, 0.2857], [5.1199, 1.9527, -3.4434], [4.2485, 1.8526, -4.8955], [5.1096, 0.4282, -4.4294], [0.3962, 0.4568, -4.7835], [0.0976, -0.9254, -4.6378], [-0.1867, -1.4648, -3.4255], [-0.3326, -0.8203, -2.4059], [-0.2170, -2.7739, -3.4326], [-0.2525, -3.5402, -4.6045], [-0.5217, 1.0166, -4.9634], [1.0654, 0.4196, -5.6420], [0.9366, 0.9821, -3.9981], [0.7631, -3.7737, -4.9237], [-0.8591, -3.0407, -5.3589], [-0.7530, -4.4868, -4.4027], [2.6379, 3.5274, 1.5992], [2.0508, 2.3625, 1.0000], [2.0811, 1.1386, 1.5671], [1.4472, 0.2369, 1.0943], [2.6976, 1.1328, 2.7322], [2.9480, -0.0606, 3.4544], [3.6856, 3.6410, 1.3215], [2.6050, 3.6946, 2.6765], [2.0743, 4.3760, 1.2115], [2.5400, -0.9234, 2.9296], [2.3305, -0.0063, 4.3501], [4.0021, -0.2038, 3.6781]], "atomic_forces_ev_per_a": [[0.11, -0.46, 0.96], [1.13, 0.13, 0.34], [-1.95, 0.21, -0.06], [1.65, 0.13, -0.72], [-1.17, -0.60, 0.78], [1.24, 0.80, 0.13], [-1.54, -0.61, 0.14], [0.51, 0.15, -0.15], [-0.58, -0.27, -0.46], [0.93, 1.70, -1.43], [-0.37, -1.03, 1.01], [0.98, -0.59, 0.33], [0.37, -0.06, 0.08], [-1.11, 0.10, -0.19], [-0.14, 2.87, -1.67], [0.53, -1.14, 1.30], [-0.48, -0.87, -0.25], [-1.09, 0.21, -0.31], [1.23, 0.45, -0.18], [-1.68, 0.01, -0.11], [0.31, -0.19, 0.61], [-0.15, -0.98, 0.20], [0.32, -0.62, 0.32], [0.37, 0.21, 0.08], [0.38, 0.15, -0.21], [-0.04, -0.27, 0.02], [-1.15, -2.07, 0.00], [0.48, 0.69, -0.62], [-0.76, 0.40, 0.35], [1.54, -1.33, -0.47], [-0.66, 1.19, 0.34], [-0.45, -0.42, 0.35], [-0.17, 0.84, 0.00], [0.18, 0.03, -0.42], [0.64, 0.51, 0.57], [0.01, 0.09, 0.32], [-0.03, 0.02, 0.03], [0.46, -0.12, -0.21], [0.23, 0.29, -1.01], [-0.18, 0.16, 0.75], [-0.49, 0.21, -0.72], [0.19, 0.39, 0.44], [0.56, -0.94, 0.09], [-0.21, 0.35, 0.24], [-0.05, -0.27, 0.88], [0.23, -0.21, -0.07], [-0.09, -0.15, -0.33], [-0.25, 0.03, 0.12], [0.16, -0.04, -0.25], [0.03, 0.29, -0.03], [-1.20, -0.66, -1.03], [1.39, 0.43, 0.88], [-1.57, -1.01, -0.03], [0.32, 1.48, -1.06], [-0.39, -0.05, 0.17], [1.07, 0.25, -0.45], [0.60, -0.01, 0.25], [-0.08, 0.07, 0.07], [0.46, 0.03, 0.47], [-0.06, -0.09, 0.22], [-0.02, -0.15, 0.01], [-0.44, -0.07, 0.23], [-1.19, -0.36, 1.03], [1.00, 0.64, -1.73], [1.28, -0.38, -0.45], [-0.51, 0.12, -0.07], [-0.38, 0.62, 1.17], [0.57, -0.23, -1.08], [0.27, 0.44, -0.93], [-0.22, 0.20, 0.53], [-0.17, -0.43, 0.40], [-0.18, -0.51, 0.71], [-0.70, -0.23, 0.07], [0.39, 0.16, 0.30], [0.08, 0.56, -0.54], [-0.25, -1.17, 1.46], [0.81, 1.04, -0.44], [-0.19, -0.12, -1.39], [-0.61, 0.32, 1.32], [-0.22, -0.55, -1.11], [0.01, -0.10, -0.29], [-0.29, 0.53, -0.18], [-0.03, -0.80, 0.56], [-0.07, 0.27, -0.29], [0.41, 0.01, -0.23], [0.05, 0.12, 0.44], [0.31, 0.94, 0.03], [0.14, -0.39, 0.49], [-0.65, 1.47, 0.95], [0.40, -0.63, -0.39], [0.92, 0.96, -0.75], [-1.22, -1.22, 0.39], [-0.03, -0.22, -0.22], [-0.35, -1.05, 0.13], [0.05, -0.15, -0.38], [0.20, 0.11, -0.21], [0.39, 0.04, 0.20], [-0.01, 0.40, -0.11]], "total_charge": 1, "lumo_energy_ev": -2.060, "e_tot_ha": -4335.7181, "s2": 8.752, "orbital_gap_ev": 8.632, "multiplicity": 6}

=====

{"formula": "C25H42BN3O10P2S", "method": "the ωB97M-V functional and the def2-TZVPD basis", "symbols": ["C", "C", "O", "B", "O", "C", "C", "C", "C", "C", "C", "C", "C", "N", "C", "C", "N", "S", "N", "C", "H", "H", "H", "H", "H", "H", "H", "H", "H", "H", "H", "H", "C", "C", "O", "P", "O", "O", "C", "C", "O", "C", "C", "H", "H", "H", "H", "H", "H", "H", "H", "H", "H", "H", "H", "H", "H", "H", "C", "C", "O", "P", "O", "O", "C", "C", "O", "C", "C", "H", "H", "H", "H", "H", "H", "H", "H", "H", "H", "H", "H", "H", "H", "H"], "positions_angstrom": [[3.5691, 0.2862, 0.3052], [3.8712, 1.7951, -0.1957], [3.6479, 1.8851, -1.6313], [2.3631, 2.4290, -1.9643], [2.2228, 2.9875, -3.3146], [1.0404, 2.4458, -1.0231], [0.2675, 1.1728, -0.6038], [-1.0403, 1.2928, 0.2923], [-1.7608, -0.1108, 0.6341], [-2.8785, -0.6031, -0.3130], [-3.6800, -1.9471, -0.1796], [-3.2311, -2.7521, 1.1118], [-2.1245, -2.0846, 1.9662], [-1.3966, -0.8757, 1.7806], [-1.6011, 2.6692, 0.7741], [-0.8490, 4.0183, 0.3733], [-1.2357, 5.3908, 0.7081], [0.0052, 6.2931, -0.0970], [1.0614, 5.1608, -0.8419], [0.4693, 3.8516, -0.5258], [4.5350, -0.3180, 0.0792], [3.3959, 0.2094, 1.4331], [2.7374, -0.2378, -0.2861], [5.0119, 1.9475, -0.0406], [3.3618, 2.6079, 0.4266], [1.7873, 2.2403, -3.8082], [0.6245, 0.1392, -0.9475], [-3.1291, 0.0678, -1.2181], [-4.4836, -2.3018, -0.9035], [-3.7210, -3.7496, 1.4014], [-1.8416, -2.6757, 2.9218], [-2.5661, 2.7043, 1.3966], [-5.2647, 3.6971, -4.6426], [-5.9424, 2.5570, -5.3747], [-6.4812, 1.6026, -4.4743], [-7.8448, 1.9897, -3.6126], [-8.7896, 2.0216, -4.8192], [-8.2304, 0.4526, -3.1200], [-9.4661, -0.1409, -3.5028], [-9.3252, -0.9056, -4.8092], [-6.8173, 2.0107, -2.2312], [-6.7099, 3.2072, -1.4736], [-8.0086, 3.9738, -1.3323], [-6.0055, 4.3237, -4.1363], [-4.7123, 4.3301, -5.3389], [-4.5714, 3.3185, -3.8836], [-6.7212, 2.9345, -6.0455], [-5.2047, 2.0341, -5.9900], [-10.2538, 0.6144, -3.5609], [-9.7583, -0.8337, -2.7088], [-8.7986, -0.3350, -5.5761], [-10.3072, -1.1906, -5.1952], [-8.7422, -1.8172, -4.6477], [-5.9366, 3.8417, -1.9132], [-6.3546, 2.9232, -0.4787], [-8.3903, 4.2981, -2.3087], [-7.8613, 4.8642, -0.7175], [-8.7799, 3.3487, -0.8723], [6.6487, -6.2534, 3.9438], [7.1352, -5.5920, 2.6707], [6.7841, -4.2188, 2.6262], [7.5902, -3.1501, 3.6057], [8.9504, -3.2625, 2.9077], [7.1103, -1.7502, 2.8553], [8.0699, -0.8775, 2.2696], [8.3162, -1.2331, 0.8123], [6.1272, -2.9986, 4.4955], [6.1276, -3.3337, 5.8777], [7.3892, -2.9319, 6.6134], [7.2176, -5.8929, 4.8064], [6.7745, -7.3360, 3.8900], [5.5914, -6.0293, 4.1226], [8.2174, -5.7155, 2.5578], [6.6590, -6.0710, 1.8105], [8.9973, -0.8820, 2.8478], [7.6710, 0.1389, 2.3307], [8.4713, -2.3025, 0.6589], [9.1852, -0.6936, 0.4270], [7.4462, -0.9582, 0.2083], [5.9445, -4.4052, 5.9885], [5.2733, -2.8208, 6.3291], [8.2706, -3.4421, 6.2047], [7.3129, -3.1908, 7.6716], [7.5648, -1.8557, 6.5232]], "atomic_forces_ev_per_a": [[1.08, -0.18, -0.34], [1.39, -1.29, 1.18], [-2.98, 1.72, 0.82], [1.31, 0.10, -1.55], [-0.25, -2.55, 1.77], [-3.20, -1.08, 2.50], [-0.15, 4.33, 0.52], [0.35, 2.49, 0.02], [-2.25, -1.91, -0.30], [-0.10, -1.37, 0.68], [4.07, 1.41, 4.06], [1.03, 3.92, -1.90], [-1.07, -0.49, -1.09], [-3.00, -0.96, -2.78], [2.42, -1.75, -1.84], [0.41, -0.80, -0.49], [3.95, -3.81, -2.97], [-0.08, -2.78, 0.12], [-4.11, -2.85, 2.47], [-0.65, 1.32, 0.36], [-1.67, 0.89, 0.40], [0.08, 0.23, -1.64], [1.07, 1.05, 1.01], [-1.94, -0.09, -0.34], [0.32, -1.18, -1.12], [0.41, 1.32, 0.29], [-0.68, 1.80, 0.65], [0.47, -1.17, 1.66], [1.33, 0.73, 1.12], [1.02, 1.81, -0.40], [-0.37, 1.23, -1.78], [1.77, -0.08, -1.08], [0.06, 0.08, 0.14], [0.20, -0.05, -0.26], [0.03, 0.85, -0.11], [2.79, -8.52, -2.89], [-0.39, 3.73, 2.36], [-0.34, 1.12, 0.90], [-0.25, -0.15, -0.38], [0.13, -0.26, -0.05], [-2.48, 2.78, -0.19], [0.44, 0.34, 0.59], [-0.15, -0.22, 0.03], [0.00, 0.08, 0.00], [-0.04, 0.02, 0.02], [-0.07, 0.01, -0.17], [0.00, -0.04, 0.03], [-0.13, -0.09, 0.11], [0.13, -0.05, -0.14], [0.21, 0.09, 0.07], [-0.18, 0.17, 0.13], [0.06, 0.01, 0.03], [-0.09, 0.05, 0.02], [0.00, 0.08, 0.00], [0.00, -0.13, -0.11], [0.07, 0.08, -0.06], [-0.05, -0.04, -0.07], [0.09, 0.07, 0.02], [-0.10, -0.01, 0.16], [-0.04, -0.25, -0.23], [0.34, -0.42, 0.67], [-3.73, 1.84, -8.27], [0.32, -0.70, 4.33], [0.21, -0.03, 1.41], [0.33, 0.01, -0.35], [-0.17, 0.05, -0.23], [3.12, -0.39, 1.96], [-0.49, -0.10, 0.58], [0.03, 0.22, -0.13], [0.03, -0.05, 0.05], [0.03, 0.02, 0.03], [0.15, -0.05, -0.10], [-0.03, 0.05, -0.01], [0.02, 0.20, 0.02], [-0.06, -0.12, -0.14], [-0.18, -0.14, 0.09], [0.13, 0.08, 0.23], [-0.06, -0.02, 0.01], [0.07, 0.04, 0.05], [0.03, -0.05, 0.04], [0.01, 0.01, -0.18], [-0.01, -0.11, 0.02], [0.06, 0.02, -0.08], [-0.06, -0.08, 0.06]], "total_charge": 0, "lumo_energy_ev": -1.518, "smiles": "CCOB(O)c1cc(-c2ccccn2)cc2nsnc12.CCOP(=O)(OCC)OCC.CCOP(=O)(OCC)OCC", "e_tot_ha": -2999.9119, "orbital_gap_ev": 7.282}